No. 1
Computed, not measured: a 3-piece molecular cluster, C17H30O7S overall, with ωB97M-V with the def2-TZVPD basis set.

The geometry in ORCA input format:
```
! wB97M-V def2-TZVPD RIJCOSX def2/J DEFGRID3
* xyz 0 1
C 8.71 -1.24 -0.23
C 9.00 -0.10 -1.22
O 8.56 1.17 -0.75
C 7.73 1.84 -1.69
C 6.31 1.28 -1.50
C 5.73 1.36 -0.32
C 4.35 0.74 -0.18
O 3.55 1.10 0.61
C 4.08 -0.43 -1.13
S 2.91 -1.71 -0.65
C 4.67 -0.52 -2.31
C 5.62 0.61 -2.67
O 5.78 0.95 -3.79
H 7.64 -1.52 -0.22
H 9.28 -2.13 -0.51
H 9.06 -0.96 0.78
H 8.57 -0.37 -2.20
H 10.09 -0.04 -1.32
H 8.07 1.66 -2.72
H 7.79 2.90 -1.43
H 6.22 1.84 0.53
H 3.44 -2.80 -1.27
H 4.48 -1.33 -3.00
C -3.04 0.26 -2.90
O -3.36 0.63 -1.57
C -3.37 -0.48 -0.68
C -2.09 -0.56 0.13
O -0.97 -0.84 -0.69
C -0.20 0.32 -1.00
H -2.78 1.17 -3.45
H -2.19 -0.42 -2.95
H -3.91 -0.20 -3.38
H -3.54 -1.41 -1.23
H -4.21 -0.33 0.00
H -2.18 -1.38 0.84
H -1.94 0.37 0.70
H 0.41 0.60 -0.13
H -0.84 1.16 -1.29
H 0.46 0.08 -1.83
C -7.31 0.26 0.99
O -6.51 -0.56 1.82
C -5.96 0.14 2.92
C -6.74 -0.11 4.20
O -8.05 0.42 4.12
C -9.03 -0.57 3.83
H -7.91 -0.38 0.34
H -7.99 0.89 1.57
H -6.67 0.89 0.36
H -5.90 1.21 2.71
H -4.94 -0.22 3.05
H -6.23 0.40 5.02
H -6.76 -1.18 4.43
H -9.24 -1.16 4.72
H -8.71 -1.23 3.02
H -9.94 -0.05 3.52
*
```

Output
lowest unoccupied orbital energy = -1.10 eV
E_HOMO = -9.067 eV



No. 2
Computed, not measured: an isolated ion of composition C3H6ClN4O3S and charge +1, with ωB97M-V with the def2-TZVPD basis set.

The geometry in ORCA input format:
```
! wB97M-V def2-TZVPD RIJCOSX def2/J DEFGRID3
* xyz 1 1
C 1.33 0.06 1.08
C -0.11 -1.41 -0.39
C -0.13 -0.46 0.80
N -0.29 0.71 -1.44
N -1.13 0.50 0.64
N 0.01 -0.47 -1.53
N 0.58 -0.93 -2.67
O 2.19 0.15 0.23
O 0.00 2.83 1.05
O -1.06 1.45 2.81
S -1.01 1.90 1.49
Cl -2.76 2.64 1.08
H 1.39 0.37 2.17
H 0.77 -1.99 -0.39
H -1.16 -1.90 -0.38
H -0.46 -1.10 1.59
H 1.04 -1.91 -2.70
H 0.80 -0.42 -3.45
*
```

Output
ΔE to the lowest compared entry with this formula, charge and spin = 3.2530 eV
lowest unoccupied orbital energy (spin up / spin down) = -6.92 / -6.69 eV
E_HOMO (spin up / spin down) = -14.439 / -14.374 eV



No. 3
Computed, not measured: C27H54ClF2N2O7PSi2 as an isolated structure, with ωB97M-V with the def2-TZVPD basis set.

The geometry in ORCA input format:
```
! wB97M-V def2-TZVPD RIJCOSX def2/J DEFGRID3
* xyz 0 3
C -7.68 -1.95 0.31
O -6.51 -2.12 -0.48
C -6.76 -2.44 -1.86
Si -5.94 -1.15 -2.96
C -4.23 -0.57 -2.50
C -3.18 -1.76 -2.21
C -3.31 -3.03 -3.17
O -3.73 -2.97 -1.68
O -6.82 0.31 -3.19
Si -8.42 0.32 -2.71
C -9.56 -0.94 -3.58
C -10.80 -1.12 -2.71
O -11.18 -0.34 -1.95
F -11.56 -2.26 -2.84
P -9.28 2.33 -3.30
O -8.73 3.41 -2.13
Cl -8.38 2.92 -5.09
C -5.92 -1.90 -4.75
C -4.80 -1.30 -5.63
F -7.14 -1.57 -5.42
H -7.76 -0.87 0.56
H -8.62 -2.33 -0.14
H -7.57 -2.47 1.29
H -7.81 -2.70 -2.09
H -6.21 -3.40 -2.05
H -3.73 0.09 -3.23
H -4.25 -0.11 -1.48
H -2.15 -1.46 -1.91
H -4.27 -3.52 -3.39
H -2.38 -3.59 -2.99
H -8.64 0.26 -1.25
H -9.07 -1.89 -3.84
H -9.89 -0.50 -4.54
H -8.97 3.01 -1.27
H -5.86 -3.01 -4.73
H -5.05 -0.25 -5.86
H -3.81 -1.29 -5.13
H -4.68 -1.88 -6.57
C 4.13 -1.95 0.63
C 2.94 -1.37 -0.18
C 2.44 -0.08 0.48
C 1.64 -0.31 1.76
C 0.51 -1.31 1.51
C 1.00 -2.62 0.90
N 1.87 -2.40 -0.30
O 1.09 -2.07 -1.30
C 1.77 -3.43 1.97
C -0.21 -3.50 0.57
C 3.55 -1.00 -1.54
H 4.18 -1.57 1.65
H 4.10 -3.04 0.68
H 5.09 -1.72 0.17
H 1.80 0.47 -0.23
H 3.29 0.58 0.70
H 2.30 -0.66 2.56
H 1.22 0.64 2.10
H 0.00 -1.51 2.46
H -0.23 -0.84 0.86
H 2.20 -4.34 1.54
H 1.10 -3.74 2.77
H 2.57 -2.87 2.45
H -0.92 -3.00 -0.09
H -0.76 -3.75 1.47
H 0.10 -4.44 0.09
H 3.91 -1.89 -2.07
H 4.39 -0.32 -1.40
H 2.84 -0.48 -2.18
C 5.08 4.27 3.87
C 5.64 2.86 3.55
C 6.64 2.43 4.63
C 7.99 3.13 4.53
C 8.57 3.00 3.13
C 7.59 3.46 2.04
N 6.24 2.85 2.18
O 6.31 1.61 1.77
C 7.49 5.00 2.08
C 8.21 3.16 0.67
C 4.42 1.93 3.65
H 5.72 4.83 4.56
H 4.96 4.87 2.97
H 4.10 4.23 4.33
H 6.82 1.35 4.56
H 6.21 2.60 5.62
H 7.89 4.19 4.81
H 8.68 2.69 5.26
H 9.50 3.57 3.06
H 8.84 1.95 2.96
H 6.75 5.36 1.36
H 8.45 5.46 1.80
H 7.24 5.40 3.06
H 8.46 2.11 0.54
H 9.14 3.72 0.54
H 7.53 3.45 -0.14
H 3.68 2.18 2.89
H 3.94 2.04 4.62
H 4.68 0.88 3.55
*
```

Output
ΔE to the lowest compared entry with this formula, charge and spin = 1.5472 eV
expectation value of S² = 2.0083
lowest unoccupied orbital energy (spin up / spin down) = 0.52 / -0.05 eV
E_HOMO (spin up / spin down) = -8.172 / -8.172 eV



No. 4
Computed, not measured: one molecule with the formula C5H8N2, with ωB97M-V with the def2-TZVPD basis set.

The geometry in ORCA input format:
```
! wB97M-V def2-TZVPD RIJCOSX def2/J DEFGRID3
* xyz 0 1
C 1.78 -1.78 0.45
C 1.71 -0.29 0.30
C -0.44 0.96 -0.78
C 0.90 0.40 -0.65
N 2.10 0.38 -1.03
N -1.31 0.39 -0.05
C -2.62 0.97 0.07
H 1.48 -2.28 -0.47
H 2.80 -2.08 0.70
H 1.12 -2.12 1.26
H 1.97 0.28 1.20
H -0.60 1.88 -1.36
H -2.66 2.02 -0.26
H -2.91 0.90 1.12
H -3.33 0.38 -0.51
*
```

Output
ΔE to the lowest compared entry with this formula, charge and spin = 2.7672 eV
lowest unoccupied orbital energy = 0.26 eV
E_HOMO = -9.530 eV